# C4H11NO3

An isolated molecule of C4H11NO3 (ωB97M-V with the def2-TZVPD basis set, OMol25).

Computed properties:
- Energy relative to the best compared isomer or geometry (same formula, charge and spin): 179.7 kJ/mol
- SMILES: COC[C@@](N)(O)OC
- HOMO-LUMO gap: 10.56 eV
- Calculated total energy: -439.457467 Ha
- LUMO: 0.0330 Ha

```
19
Properties=species:S:1:pos:R:3:forces:R:3
C -0.73725 1.62833 1.86324 -0.15 0.09 0.03
O 0.22000 0.59027 1.88765 0.07 -0.10 0.15
C 0.74521 0.26958 0.63100 -0.04 -0.20 -0.35
C -0.26293 -0.46845 -0.28972 0.03 -0.20 0.28
N -1.21555 -1.22832 0.46923 0.13 -0.18 0.11
O -0.92462 0.50110 -1.05033 0.08 0.43 -0.33
O 0.39755 -1.39069 -1.14132 -0.19 -0.09 0.18
C 1.31641 -0.84344 -2.06515 -0.04 0.13 -0.05
H -0.30715 2.54102 1.43658 -0.02 0.00 0.01
H -1.01833 1.80341 2.89976 -0.03 0.07 -0.03
H -1.61701 1.34401 1.28097 0.01 0.06 0.05
H 1.09587 1.16805 0.10639 0.02 -0.06 0.04
H 1.58472 -0.40343 0.82310 -0.07 0.06 -0.10
H -1.28585 -2.16351 0.08781 0.06 0.01 0.02
H -0.93868 -1.28105 1.44280 -0.07 0.02 -0.04
H -1.70354 0.09205 -1.44816 0.03 -0.05 0.15
H 1.49227 -1.62067 -2.80624 0.09 0.08 -0.02
H 0.89813 0.04253 -2.54875 0.07 -0.06 -0.04
H 2.26074 -0.58081 -1.57886 0.03 -0.01 -0.04
```
Positions in Å, forces in eV/Å.

---

# C4H11NO3

A cluster of 2 separate species, C4H11NO3 in total (ωB97M-V with the def2-TZVPD basis set, OMol25).

Computed properties:
- Energy relative to the best compared isomer or geometry (same formula, charge and spin): 249.4 kJ/mol
- SMILES: C[C@@H](C=O)NCO.O
- HOMO-LUMO gap: 9.76 eV
- Calculated total energy: -439.430934 Ha
- LUMO: 0.0243 Ha

```
19
Properties=species:S:1:pos:R:3:forces:R:3
C 1.66418 1.55802 -0.38710 -0.17 0.89 1.28
C 0.20393 1.34762 0.07704 0.78 -1.93 -1.11
C -0.77905 2.07847 -0.83613 0.34 0.07 0.69
O -1.96088 2.12082 -0.65095 0.01 0.02 -0.16
N -0.14584 -0.09528 0.05371 -1.71 0.73 0.80
C -0.45818 -0.70350 1.34550 2.44 0.14 0.13
O -0.87563 -2.02609 1.13287 -0.44 0.65 0.43
H 1.89126 2.62472 -0.18033 0.14 -0.44 -0.56
H 2.37077 0.99453 0.24759 -0.43 0.04 -0.34
H 1.83442 1.31197 -1.43601 -0.13 0.06 0.05
H 0.07007 1.71915 1.08562 -0.02 0.08 0.27
H -0.26643 2.59704 -1.65597 -0.22 0.25 -0.57
H 0.37872 -0.74471 -0.51018 0.57 0.51 -0.05
H 0.51666 -0.79484 1.88571 -0.64 -0.28 0.12
H -1.07195 -0.07390 2.00931 -0.42 -0.23 -0.73
H -1.71852 -1.99136 0.66478 -0.21 -0.04 0.13
O -0.39402 -3.71483 -0.82831 -0.46 1.90 -0.69
H -0.92097 -3.40040 -1.58146 0.06 -1.02 -0.36
H -0.33856 -2.80744 -0.43569 0.51 -1.41 0.66
```
Positions in Å, forces in eV/Å.

---

# C4H11NO3

A cluster of 2 separate species, C4H11NO3 in total (ωB97M-V with the def2-TZVPD basis set, OMol25).

Computed properties:
- Energy relative to the best compared isomer or geometry (same formula, charge and spin): 276.0 kJ/mol
- Net charge: +1
- HOMO-LUMO gap (alpha / beta): 10.07 / 4.70 eV
- Calculated total energy: -439.087552 Ha
- LUMO (alpha / beta): -0.1354 / -0.3327 Ha
- Multiplicity: 2

```
19
Properties=species:S:1:pos:R:3:forces:R:3
O 3.25246 -0.74795 0.30405 -3.26 0.36 3.19
C 2.45652 -0.73211 1.26858 2.44 -0.44 -0.01
O 2.55146 0.03512 2.43006 0.86 1.68 -1.90
C 1.16735 -1.52796 1.58274 0.45 4.76 -0.21
C 0.07033 -0.59329 0.89585 2.72 1.39 1.17
C 0.32893 -0.38024 -0.60788 -2.81 2.49 -1.75
N -0.58622 -1.20932 -1.50035 0.75 0.58 4.77
H 2.97483 0.93729 2.29197 -0.08 -1.73 0.05
H 1.06774 -1.42031 2.65967 -0.35 0.01 -0.05
H 1.14982 -2.51676 1.39848 -0.06 -3.28 -1.54
H -0.04564 0.37401 1.50848 0.72 -1.20 -1.30
H -0.81055 -1.03197 1.07941 -3.63 -1.81 0.34
H 1.33650 -0.53506 -0.90862 0.84 -0.02 -0.46
H 0.03081 0.83494 -0.85486 0.73 -3.10 0.39
H -1.44944 -1.46457 -0.91897 0.92 0.40 -1.78
H -0.10861 -1.98177 -1.95056 -0.23 -0.09 -0.91
H -4.27174 3.23245 -2.92727 -0.21 -0.38 0.00
H -4.95090 4.55134 -2.76722 -3.60 1.65 0.96
O -4.16365 4.17615 -2.98357 3.80 -1.28 -0.96
```
Positions in Å, forces in eV/Å.

---

# C4H11NO3S

A cluster of 2 separate species, C4H11NO3S in total (ωB97M-V with the def2-TZVPD basis set, OMol25).

Computed properties:
- Net charge: -1
- HOMO-LUMO gap (alpha / beta): 2.48 / 7.81 eV
- Calculated total energy: -837.586062 Ha
- LUMO (alpha / beta): 0.1144 / 0.1126 Ha
- Multiplicity: 2

```
20
Properties=species:S:1:pos:R:3:forces:R:3
O 0.90459 -2.14483 1.31598 0.44 0.31 1.34
C 0.83196 -2.54820 0.13249 0.45 -4.03 -2.11
N 0.70054 -1.64942 -0.90506 -0.76 4.47 0.26
C 0.15305 -0.31234 -0.48965 -0.86 -0.07 1.46
C -0.08176 0.67133 -1.66666 -0.37 -0.90 0.23
S -0.69650 2.38723 -1.50206 0.01 -0.33 0.55
C -1.21756 -0.39073 0.37759 2.41 1.05 -0.59
O -1.18183 0.83563 1.10801 0.30 0.36 2.65
H 1.30853 -3.57321 -0.27526 -0.85 2.11 1.16
H 0.66099 -1.74518 -1.88867 0.07 -1.26 -0.56
H 0.84017 0.13842 0.28866 -0.48 -0.35 -1.38
H 0.78190 0.78969 -2.22622 2.25 0.14 -0.69
H -0.70232 0.22239 -2.43656 -0.81 -0.20 0.17
H 0.01767 2.72822 -0.40793 -0.19 -0.14 -0.23
H -1.15366 -1.30250 1.00230 -0.73 0.46 -0.52
H -2.05957 -0.16737 -0.26649 -0.43 -1.09 -0.16
H -0.63411 0.79583 1.96209 -1.00 -0.18 -1.97
H 1.78224 -0.10675 3.03254 1.01 -0.89 0.75
H 0.66488 -0.51328 2.04423 1.26 -0.25 0.36
O 1.10466 0.25467 2.50316 -1.73 0.78 -0.73
```
Positions in Å, forces in eV/Å.

---

Copy entry 3 word for word.
# C4H11NO3

A cluster of 2 separate species, C4H11NO3 in total (ωB97M-V with the def2-TZVPD basis set, OMol25).

Computed properties:
- Energy relative to the best compared isomer or geometry (same formula, charge and spin): 276.0 kJ/mol
- Net charge: +1
- HOMO-LUMO gap (alpha / beta): 10.07 / 4.70 eV
- Calculated total energy: -439.087552 Ha
- LUMO (alpha / beta): -0.1354 / -0.3327 Ha
- Multiplicity: 2

```
19
Properties=species:S:1:pos:R:3:forces:R:3
O 3.25246 -0.74795 0.30405 -3.26 0.36 3.19
C 2.45652 -0.73211 1.26858 2.44 -0.44 -0.01
O 2.55146 0.03512 2.43006 0.86 1.68 -1.90
C 1.16735 -1.52796 1.58274 0.45 4.76 -0.21
C 0.07033 -0.59329 0.89585 2.72 1.39 1.17
C 0.32893 -0.38024 -0.60788 -2.81 2.49 -1.75
N -0.58622 -1.20932 -1.50035 0.75 0.58 4.77
H 2.97483 0.93729 2.29197 -0.08 -1.73 0.05
H 1.06774 -1.42031 2.65967 -0.35 0.01 -0.05
H 1.14982 -2.51676 1.39848 -0.06 -3.28 -1.54
H -0.04564 0.37401 1.50848 0.72 -1.20 -1.30
H -0.81055 -1.03197 1.07941 -3.63 -1.81 0.34
H 1.33650 -0.53506 -0.90862 0.84 -0.02 -0.46
H 0.03081 0.83494 -0.85486 0.73 -3.10 0.39
H -1.44944 -1.46457 -0.91897 0.92 0.40 -1.78
H -0.10861 -1.98177 -1.95056 -0.23 -0.09 -0.91
H -4.27174 3.23245 -2.92727 -0.21 -0.38 0.00
H -4.95090 4.55134 -2.76722 -3.60 1.65 0.96
O -4.16365 4.17615 -2.98357 3.80 -1.28 -0.96
```
Positions in Å, forces in eV/Å.